No. 1
The following is a DFT calculation (ωB97M-V/def2-TZVPD) of a 2-piece molecular cluster, C5H11O2 overall in a non-equilibrium geometry.

As for the net charge: -1. The value obtained for the highest occupied orbital energy is -3.93 eV. For the LUMO energy, the calculation gives 3.87 eV. The calculation puts the maximum force at 1.02 eV Å⁻¹. The molecular weight is 103.14 g/mol. The value obtained for the orbital gap is 7.803 eV.

```
18
Properties=species:S:1:pos:R:3:forces:R:3
O -1.245 0.157 1.536 0.0 0.0 0.1
O -0.239 1.945 0.605 0.0 0.0 0.1
C 0.919 0.764 2.316 0.0 0.5 0.4
C -0.313 0.983 1.408 -0.1 0.0 -0.2
C 0.305 0.117 -2.121 -0.6 0.2 0.3
C 0.014 -1.155 -1.325 0.7 -0.3 -0.7
C 0.208 -2.414 -2.196 -0.1 0.0 0.3
H -0.989 -1.159 -0.905 0.0 0.3 0.1
H 0.617 0.606 3.356 -0.1 -0.4 -0.2
H -0.394 -3.243 -1.816 0.0 -0.1 0.0
H 1.493 -0.089 1.951 0.0 0.0 0.1
H 1.542 1.659 2.340 0.2 -0.1 -0.3
H 0.010 0.988 -1.530 0.2 0.0 0.0
H 1.360 0.197 -2.373 0.2 0.0 -0.1
H -0.093 -2.218 -3.226 -0.1 0.0 -0.1
H -0.276 0.155 -3.049 0.0 -0.1 -0.1
H 1.239 -2.773 -2.231 0.1 0.2 0.0
H 0.726 -1.179 -0.498 -0.3 -0.1 0.2
```
Forces are in eV/Å.

***

No. 2
The following is a DFT calculation (ωB97M-V/def2-TZVPD) of C5H11O2 as an isolated structure in a non-equilibrium geometry.

As for the net charge: -1. The value obtained for the highest occupied orbital energy is -3.37 eV. For the LUMO energy, the calculation gives 3.79 eV. The calculation puts the maximum force at 5.48 eV Å⁻¹. The molecular weight is 103.14 g/mol. The value obtained for the orbital gap is 7.155 eV.

```
18
Properties=species:S:1:pos:R:3:forces:R:3
O -1.460 -0.912 2.726 -2.4 -3.8 -3.1
O -1.749 0.661 0.890 -0.4 -1.4 -0.4
C 1.529 -0.708 -0.731 1.9 -3.9 -0.9
C 1.862 -1.852 -1.417 -0.6 2.8 1.0
C -0.287 0.878 -1.090 -1.3 -1.2 -1.8
C -0.670 1.301 0.331 -2.3 1.7 0.2
C 1.180 0.593 -1.343 0.7 -1.1 0.0
H 1.471 0.426 -2.468 -0.4 1.3 2.0
H 1.749 -0.882 0.307 -0.8 0.8 0.8
H -0.812 -0.091 -1.278 0.1 0.6 0.4
H 2.171 -2.796 -1.055 0.1 -0.6 1.2
H -0.605 1.455 -1.970 -0.4 0.7 0.6
H 1.698 1.302 -0.677 0.6 0.5 -1.2
H 1.958 -1.825 -2.453 -0.3 0.2 -2.0
H 0.250 1.372 0.860 1.4 -0.8 1.3
H -1.726 -0.366 1.670 1.1 0.2 1.3
H -1.066 2.333 0.530 1.0 0.4 -1.5
H -1.093 -0.193 3.101 1.9 3.8 2.2
```
Forces are in eV/Å.

***

No. 3
The following is a DFT calculation (ωB97M-V/def2-TZVPD) of a 2-piece molecular cluster, C5H11O2 overall.

As for the net charge: -1. The value obtained for the highest occupied orbital energy is -3.80 eV. For the LUMO energy, the calculation gives 3.75 eV. The calculation puts the maximum force at 0.86 eV Å⁻¹. The molecular weight is 103.14 g/mol. The value obtained for the orbital gap is 7.549 eV.

```
18
Properties=species:S:1:pos:R:3:forces:R:3
O 1.803 -0.222 2.365 -0.1 0.0 0.0
O 0.350 -1.382 1.095 0.0 0.0 -0.3
C -0.986 1.813 -1.696 -0.5 -0.1 0.7
C -2.291 1.025 -1.551 0.1 -0.2 -0.2
C 2.335 -0.472 0.082 -0.3 0.1 0.2
C 1.391 -0.714 1.287 0.2 -0.1 0.5
C -2.102 -0.226 -0.699 0.1 0.5 0.5
H -3.071 1.666 -1.141 -0.1 0.1 0.2
H -1.734 0.007 0.306 0.0 0.0 -0.1
H -0.717 2.206 -0.710 0.1 0.0 -0.1
H -2.657 0.718 -2.536 0.0 0.1 -0.1
H -1.095 2.654 -2.380 0.2 -0.1 -0.1
H 1.796 -0.613 -0.854 0.1 0.0 -0.1
H -1.326 -0.860 -1.116 0.0 -0.3 -0.1
H -3.031 -0.778 -0.572 -0.1 -0.2 -0.2
H 2.714 0.546 0.184 0.1 0.0 -0.2
H -0.191 1.133 -1.987 0.2 0.1 -0.3
H 3.191 -1.150 0.135 -0.1 -0.1 0.0
```
Forces are in eV/Å.

***

No. 4
The following is a DFT calculation (ωB97M-V/def2-TZVPD) of a 2-piece molecular cluster, C5H11O2 overall in a non-equilibrium geometry.

As for the net charge: -1. The value obtained for the highest occupied orbital energy is -3.24 eV. For the LUMO energy, the calculation gives 3.79 eV. The calculation puts the maximum force at 2.85 eV Å⁻¹. The molecular weight is 103.14 g/mol. The value obtained for the orbital gap is 7.036 eV.

```
18
Properties=species:S:1:pos:R:3:forces:R:3
O -3.961 -0.153 0.421 0.9 -0.5 0.8
O -1.594 0.266 1.238 -0.3 0.2 0.5
C 1.382 -1.238 -1.002 0.0 -1.2 -0.5
C 2.637 -0.972 -1.336 0.1 0.9 0.1
C -0.669 1.277 1.169 -0.3 -1.8 -0.5
C 0.336 -0.232 -0.745 -1.2 2.3 1.1
C 0.615 0.616 0.533 0.5 0.7 1.1
H 1.016 0.004 1.353 0.0 -0.3 -0.3
H -3.128 0.163 0.959 -0.3 0.7 -0.6
H -0.700 -0.565 -0.560 0.6 -0.6 -0.1
H -3.511 -1.003 0.291 -0.6 -0.1 -0.5
H 2.911 0.078 -1.321 0.2 0.1 -0.3
H 3.436 -1.651 -1.600 -0.2 -0.4 0.2
H 1.406 1.363 0.337 -0.1 -0.1 -0.1
H 1.077 -2.282 -0.924 0.0 0.0 0.0
H 0.220 0.550 -1.526 0.4 -0.7 -0.1
H -0.487 1.681 2.203 0.5 0.1 -0.7
H -0.985 2.099 0.510 -0.1 0.5 -0.1
```
Forces are in eV/Å.

***

No. 5
The following is a DFT calculation (ωB97M-V/def2-TZVPD) of a 2-piece molecular cluster, C5H11O2 overall in a non-equilibrium geometry.

As for the net charge: -1. The value obtained for the highest occupied orbital energy is -3.67 eV. For the LUMO energy, the calculation gives 3.92 eV. The calculation puts the maximum force at 6.67 eV Å⁻¹. The molecular weight is 103.14 g/mol. The value obtained for the orbital gap is 7.588 eV.

```
18
Properties=species:S:1:pos:R:3:forces:R:3
O 1.157 0.961 -0.634 1.0 0.8 0.7
O 0.067 -0.268 -2.070 -1.1 0.8 -1.1
C -0.371 2.201 -1.852 -1.7 -0.1 -0.8
C 0.321 0.841 -1.547 0.2 -0.6 1.4
C -0.671 -1.460 1.372 0.9 -0.8 -1.2
C 0.854 -1.333 1.460 0.9 3.7 -5.5
C -1.147 -0.957 2.714 -0.6 -1.1 -2.1
H 0.354 2.831 -2.350 0.2 0.0 -0.6
H -1.306 2.073 -2.483 1.1 0.2 0.5
H 1.593 -1.895 1.897 0.7 -2.7 1.5
H -1.135 -1.717 3.415 0.3 -1.1 1.9
H 1.134 -0.344 1.841 -0.6 0.2 0.2
H -1.122 -0.952 0.490 1.0 0.9 0.8
H -0.821 -0.017 3.001 2.5 1.4 0.7
H -2.081 -0.575 2.629 -4.1 0.1 -0.3
H -1.002 -2.459 0.939 0.4 0.3 1.8
H -0.649 2.847 -0.982 0.2 -1.1 -0.2
H 1.324 -1.095 0.354 -1.3 -0.9 2.3
```
Forces are in eV/Å.

***

No. 6
The following is a DFT calculation (ωB97M-V/def2-TZVPD) of a 2-piece molecular cluster, C5H11O2 overall in a non-equilibrium geometry.

As for the net charge: -1. The value obtained for the highest occupied orbital energy is -3.84 eV. For the LUMO energy, the calculation gives 3.79 eV. The calculation puts the maximum force at 1.83 eV Å⁻¹. The molecular weight is 103.14 g/mol. The value obtained for the orbital gap is 7.630 eV.

```
18
Properties=species:S:1:pos:R:3:forces:R:3
O -0.701 2.000 0.985 0.4 -0.2 0.0
O 1.380 2.856 0.975 0.4 0.0 0.0
C -1.659 -1.993 0.042 0.7 0.3 1.7
C 0.492 2.078 0.577 -1.0 0.6 0.1
C -1.165 -2.045 1.505 -0.2 0.7 0.5
C 0.837 1.131 -0.572 0.6 -0.4 -0.9
C 1.836 1.612 -1.647 -0.4 0.0 0.8
H -2.708 -2.252 0.158 -0.2 0.3 -1.0
H 1.298 0.234 -0.153 -0.2 -0.2 0.3
H -1.409 -0.978 -0.261 -0.8 0.1 -0.3
H -0.079 0.822 -1.080 -0.1 -0.1 0.2
H 2.669 2.127 -1.168 -0.1 0.2 0.0
H 2.229 0.732 -2.154 0.0 0.0 -0.4
H -1.113 -2.626 -0.642 -0.1 -0.6 0.0
H -1.630 -2.799 2.145 0.4 -0.7 -0.4
H -0.081 -2.019 1.607 0.0 -0.3 0.0
H 1.329 2.272 -2.352 0.2 0.1 -0.1
H -1.524 -1.151 2.035 0.2 0.2 -0.5
```
Forces are in eV/Å.

***

No. 7
The following is a DFT calculation (ωB97M-V/def2-TZVPD) of a 2-piece molecular cluster, C5H11O2 overall in a non-equilibrium geometry.

As for the net charge: -1. The value obtained for the highest occupied orbital energy is -3.88 eV. For the LUMO energy, the calculation gives 3.83 eV. The calculation puts the maximum force at 1.67 eV Å⁻¹. The molecular weight is 103.14 g/mol. The value obtained for the orbital gap is 7.708 eV.

```
18
Properties=species:S:1:pos:R:3:forces:R:3
O -0.093 1.379 0.979 0.4 0.1 0.1
O -2.265 1.972 1.124 -0.2 0.4 0.5
C 2.044 -1.687 -0.170 -1.1 -0.8 0.4
C -1.250 1.557 0.544 -0.2 -0.5 -0.8
C 0.738 -1.883 0.661 1.2 -1.2 0.3
C -1.515 1.054 -0.925 0.2 0.4 0.9
C 1.704 -1.628 -1.643 0.4 0.0 -0.7
H -0.821 1.488 -1.652 0.1 -0.3 0.1
H -2.528 1.340 -1.169 -0.3 -0.2 -0.3
H 1.331 -2.590 -2.012 -0.3 0.1 0.2
H 2.582 -1.440 -2.267 0.2 0.2 0.1
H -0.018 -2.475 0.142 -0.2 0.6 -0.4
H 2.767 -2.481 0.042 0.1 0.1 -0.1
H -1.417 -0.031 -0.813 0.0 0.0 -0.6
H 0.493 -0.887 0.957 -1.2 0.6 0.1
H 0.993 -0.827 -1.871 -0.1 -0.3 0.2
H 0.854 -2.497 1.571 0.5 0.4 -0.1
H 2.442 -0.739 0.153 0.5 0.3 0.0
```
Forces are in eV/Å.

***

No. 8
The following is a DFT calculation (ωB97M-V/def2-TZVPD) of a 3-piece molecular cluster, C5H11O2 overall in a non-equilibrium geometry.

As for the net charge: -1. The value obtained for the highest occupied orbital energy is -3.27 eV. For the LUMO energy, the calculation gives 2.97 eV. The calculation puts the maximum force at 4.44 eV Å⁻¹. The molecular weight is 103.14 g/mol. The value obtained for the orbital gap is 6.239 eV.

```
18
Properties=species:S:1:pos:R:3:forces:R:3
O -2.359 -0.068 1.439 0.2 -0.2 0.9
O -3.825 0.265 -0.722 -0.1 0.2 0.4
C -1.408 -0.664 0.584 -0.7 0.4 0.2
C 2.239 0.412 0.062 2.5 0.4 -0.1
C 3.435 0.043 -0.479 0.5 -0.4 1.7
C 0.948 -0.210 -0.170 1.4 1.0 -4.1
C -0.335 0.405 0.286 -0.1 -1.0 -0.9
H 4.339 0.624 -0.331 -0.1 -0.1 0.2
H -0.707 1.051 -0.520 -0.1 0.1 0.5
H 1.007 -1.225 -0.566 -0.3 0.0 0.5
H -4.688 -0.110 -0.512 0.0 0.0 -0.1
H -0.921 -1.569 0.987 -0.1 0.3 0.7
H 2.256 1.309 0.694 -0.2 -0.1 -0.4
H 1.718 0.450 -1.585 -3.4 -1.1 2.3
H -1.998 -1.060 -0.248 0.5 0.6 -0.7
H 3.537 -0.921 -0.975 -0.1 0.3 -0.3
H -3.095 0.302 0.851 0.3 -0.7 -0.8
H -0.144 0.967 1.206 -0.2 0.1 -0.1
```
Forces are in eV/Å.

***

No. 9
The following is a DFT calculation (ωB97M-V/def2-TZVPD) of a 2-piece molecular cluster, C5H11O2 overall in a non-equilibrium geometry.

Its multiplicity is 2. As for the net charge: -2. The value obtained for the highest occupied orbital energy (spin up / spin down) is 3.79 / -1.14 eV. For the LUMO energy (spin up / spin down), the calculation gives 6.53 / 6.46 eV. Its expectation value of S² is 0.751. The calculation puts the maximum force at 5.54 eV Å⁻¹. The molecular weight is 103.14 g/mol. The value obtained for the orbital gap (spin up / spin down) is 2.739 / 7.599 eV.

```
18
Properties=species:S:1:pos:R:3:forces:R:3
O -1.222 -0.860 -3.205 0.3 0.7 -1.1
O 0.022 -2.656 -2.790 2.2 -2.5 -0.9
C 0.577 -1.828 -0.152 -1.0 1.2 2.4
C -0.530 -1.138 -0.894 0.4 -0.7 -2.8
C 0.020 1.976 2.096 0.3 1.3 1.3
C 0.371 1.998 0.613 -1.4 0.2 -0.7
C -0.447 -1.577 -2.546 -3.8 2.0 3.5
H -0.277 3.055 2.515 0.7 -2.1 -0.7
H 0.264 -2.830 0.046 -0.8 -0.7 1.0
H 0.741 1.479 2.807 -0.3 0.7 -0.7
H -0.419 1.481 0.047 -0.2 0.5 0.4
H 0.345 3.015 0.219 0.6 0.0 -0.1
H 1.195 1.424 0.250 1.2 0.0 0.3
H 0.843 -1.247 0.753 -0.4 -0.6 0.1
H -0.631 -0.057 -0.902 0.7 -0.1 0.2
H -1.490 -1.476 -0.472 0.2 -0.1 -0.5
H -0.848 1.352 2.164 -0.8 -0.3 0.5
H 1.486 -2.110 -0.550 2.1 0.5 -2.1
```
Forces are in eV/Å.

***

No. 10
The following is a DFT calculation (ωB97M-V/def2-TZVPD) of a single C5H11O2P molecule in a non-equilibrium geometry.

As for the net charge: 0. The value obtained for the highest occupied orbital energy is -9.88 eV. For the LUMO energy, the calculation gives 0.87 eV. The calculation puts the maximum force at 4.81 eV Å⁻¹. The molecular weight is 134.12 g/mol. The value obtained for the orbital gap is 10.746 eV. Its SMILES is O=[P@H]1CCC[C@@H]1CO.

```
19
Properties=species:S:1:pos:R:3:forces:R:3
P 0.185 0.565 -1.085 2.7 2.9 0.8
O -2.421 0.359 -1.124 -2.3 0.3 -1.3
O 0.129 2.072 -1.278 -0.3 -1.6 -1.0
C 1.820 -0.086 -0.559 0.5 4.5 -1.1
C 1.599 0.035 0.942 -1.4 0.4 0.5
C -1.997 -0.429 -0.078 0.2 -1.3 1.1
C -0.717 0.247 0.412 -0.6 -3.4 -0.3
C 0.195 -0.568 1.267 2.2 -4.1 -1.4
H -0.191 -0.375 -1.979 -0.7 -0.5 -1.3
H 2.686 0.669 -0.950 -2.1 -1.8 0.9
H 1.966 -1.004 -1.047 0.4 -1.7 0.1
H -1.899 1.146 -1.288 -0.1 0.6 0.3
H 2.456 -0.414 1.371 0.6 0.0 1.5
H 0.341 -1.676 0.859 -0.9 1.9 0.3
H -2.769 -0.517 0.808 1.2 0.0 -1.9
H -0.085 -0.827 2.280 0.1 0.9 0.5
H -1.763 -1.479 -0.592 -0.4 1.8 1.7
H 1.323 1.084 1.226 1.8 -0.3 -0.3
H -0.857 1.200 0.816 -0.7 1.6 0.8
```
Forces are in eV/Å.

***

No. 11
The following is a DFT calculation (ωB97M-V/def2-TZVPD) of a 2-piece molecular cluster, C5H11O3 overall in a non-equilibrium geometry.

Its multiplicity is 2. As for the net charge: 0. The value obtained for the highest occupied orbital energy (spin up / spin down) is -10.75 / -10.75 eV. For the LUMO energy (spin up / spin down), the calculation gives 0.69 / -3.47 eV. Its expectation value of S² is 0.754. The calculation puts the maximum force at 1.74 eV Å⁻¹. The molecular weight is 119.14 g/mol. The value obtained for the orbital gap (spin up / spin down) is 11.446 / 7.278 eV.

```
19
Properties=species:S:1:pos:R:3:forces:R:3
O 1.080 1.516 -2.981 -0.8 -0.4 0.0
O -2.472 0.690 0.159 -0.5 -0.2 0.2
O -0.783 0.339 -1.238 -0.7 -0.3 0.2
C 0.851 -0.650 0.874 0.4 0.1 0.1
C -0.374 0.211 1.133 -0.9 0.4 0.2
C 0.478 -2.090 0.531 0.2 0.3 -0.5
C -1.267 0.348 -0.121 1.5 0.5 -0.3
C 1.802 -0.500 2.084 0.6 0.0 -1.6
H -0.133 1.270 1.298 0.3 -0.2 0.1
H 0.336 -2.731 1.400 -0.1 0.1 0.0
H 0.552 0.999 -2.342 0.5 0.2 0.0
H 1.336 -0.215 0.005 0.1 0.0 -0.2
H 0.411 1.615 -3.674 0.4 0.2 -0.1
H 2.848 -0.583 1.770 -0.1 -0.4 -0.2
H -0.931 -0.091 2.021 -0.1 -0.2 -0.1
H -0.409 -2.066 -0.091 -0.4 -0.3 0.1
H 1.231 -2.530 -0.123 0.2 -0.1 0.3
H 1.631 -1.337 2.759 -0.2 0.8 0.8
H 1.785 0.559 2.356 -0.4 -0.4 1.1
```
Forces are in eV/Å.

***

No. 12
The following is a DFT calculation (ωB97M-V/def2-TZVPD) of a 2-piece molecular cluster, C5H11O4 overall in a non-equilibrium geometry.

Its multiplicity is 4. As for the net charge: 0. The value obtained for the highest occupied orbital energy (spin up / spin down) is -8.08 / -9.91 eV. For the LUMO energy (spin up / spin down), the calculation gives 0.88 / -0.95 eV. Its expectation value of S² is 3.762. The calculation puts the maximum force at 3.06 eV Å⁻¹. The molecular weight is 135.14 g/mol. The value obtained for the orbital gap (spin up / spin down) is 8.961 / 8.965 eV.

```
20
Properties=species:S:1:pos:R:3:forces:R:3
O 3.036 -3.245 1.305 -3.0 0.5 -0.2
O 1.817 -3.046 1.218 3.0 -0.5 0.2
O -1.004 1.486 -0.714 -0.9 -0.4 0.0
O 1.891 1.874 -0.945 0.4 0.3 0.1
C 1.422 1.297 0.286 0.3 0.4 0.4
C 0.666 0.081 -0.011 0.6 -0.7 -0.4
C -1.506 -0.119 1.074 -0.1 -0.1 0.4
C -0.783 0.129 -0.250 -0.5 0.4 -0.3
C -1.210 -0.898 -1.297 0.1 -0.2 -0.3
H -0.720 -0.684 -2.256 -0.1 0.0 0.2
H -0.911 -1.911 -0.988 -0.1 0.3 0.0
H -1.943 1.598 -0.937 0.3 -0.1 0.1
H 2.331 2.715 -0.739 -0.2 -0.4 -0.1
H -2.598 -0.114 0.961 0.2 0.1 0.0
H 0.753 2.014 0.798 0.5 -0.2 0.0
H -2.299 -0.902 -1.449 0.2 0.1 0.1
H 2.277 1.000 0.925 -0.2 0.4 -0.1
H 1.209 -0.826 -0.268 -0.1 0.1 0.1
H -1.213 -1.095 1.485 -0.1 0.2 -0.1
H -1.215 0.647 1.803 -0.1 -0.1 -0.1
```
Forces are in eV/Å.